Entry 1:
Here is a 12-piece molecular cluster, C44H120N8O12 overall in a non-equilibrium geometry from the Open Molecules 2025 dataset. Energies are from the ωB97M-V functional and the def2-TZVPD basis.

Cartesian coordinates (Å):
O: -1.5038 0.7877 1.4760
O: 0.1407 -2.5148 7.5331
O: -4.9298 2.0705 -3.7646
O: -4.0274 -7.0478 1.3845
O: -5.2987 0.0567 6.4369
O: -4.5905 -2.1209 -1.8260
O: 3.4210 9.1377 1.5189
O: 1.9252 2.7552 -4.9293
O: -0.3128 5.7911 -0.0832
O: 2.9992 -3.9380 -4.0962
O: 4.0079 -4.1789 0.4612
O: 7.6004 -1.1666 -3.2853
N: 4.6081 6.7110 2.4639
N: -1.5812 3.5585 -4.4990
N: -3.4380 -1.2785 3.5504
N: 4.8222 -3.0459 -1.9353
N: -0.7538 -2.9658 5.0816
N: 1.1495 5.0604 -6.3919
N: -6.1582 -1.4047 1.3899
N: -1.2182 -6.8630 -0.3226
C: 2.8263 7.9026 1.3396
C: 2.6055 1.8659 -4.1508
C: 2.6375 3.1917 -6.0829
C: -2.5661 5.1510 -0.3527
C: 1.7170 3.9232 -7.0751
C: 0.7072 0.8299 0.4959
C: 0.1102 -3.1325 8.7788
C: -5.0968 1.0871 -4.7927
C: 2.9283 -2.1730 1.1767
C: 3.7138 6.6654 1.3795
C: 4.5049 9.4145 0.6045
C: 2.7818 5.4284 1.6337
C: 2.4709 4.4619 -8.2652
C: 4.8900 -0.6639 -1.9519
C: 5.4411 -1.9403 -2.5520
C: 5.3748 -2.6661 1.7347
C: -5.2733 -6.5340 1.7113
C: -5.0124 -0.9849 5.4478
C: -0.6648 0.1629 0.5076
C: -4.9173 -2.3490 -0.4125
C: 4.0451 -3.1542 1.4884
C: -3.9194 -0.3514 4.5293
C: -1.2254 4.9994 1.7512
C: -0.8022 -1.3548 0.6723
C: -3.0211 -6.0572 1.3000
C: -4.0201 3.0953 -3.9752
C: -3.7473 -3.1262 -2.3937
C: 0.8388 -2.9441 -4.6584
C: -4.3639 0.8841 3.7816
C: 7.0147 -2.0134 -2.3582
C: -0.4616 -5.5491 1.4758
C: -5.0434 0.2781 -0.0314
C: -6.3341 -0.3061 7.3963
C: -1.2542 4.8258 0.2040
C: 1.9758 -3.1408 -3.6299
C: -2.5860 2.5135 -4.0991
C: -2.1565 1.9805 -2.7489
C: -5.6658 -1.1622 0.0786
C: 8.9333 -0.8679 -3.0095
C: 1.1330 -2.9897 6.6491
C: 0.8706 -1.3202 4.5073
C: 0.6991 -2.7448 5.1358
C: 1.3005 -3.8288 -2.4206
C: -1.5933 -6.5923 1.0707
H: 5.3371 -2.0967 2.6633
H: 1.0652 0.8669 1.5248
H: -3.2970 -2.6797 -3.2802
H: -6.0705 -7.2757 1.6623
H: -5.9409 -0.8994 8.2218
H: 1.0397 -4.8203 -2.7907
H: -0.2727 -7.2001 -0.4344
H: -0.0287 -2.4223 -4.2543
H: 1.3103 0.2607 -0.2114
H: -0.7851 -4.6061 1.0352
H: -4.3069 -4.0465 -2.5613
H: -1.0615 -3.9209 5.1967
H: -2.9637 -3.3753 -1.6782
H: 2.3465 -2.1940 -3.2371
H: 5.4449 0.1395 -2.4363
H: -1.2532 0.4623 -0.3598
H: -4.2223 0.7570 -5.3534
H: -2.1008 2.6625 -1.9005
H: -0.2988 6.0201 -1.0153
H: -2.4479 1.8404 -4.9453
H: -6.4434 -0.5475 1.8416
H: 3.8414 -0.7155 -2.2449
H: 3.2386 5.1670 -7.9467
H: 5.4186 -1.7059 -3.6162
H: -2.7410 -1.9076 3.9228
H: -5.9525 1.1470 -5.4651
H: -7.2096 -0.8125 6.9900
H: -4.9494 0.6723 -1.0433
H: 1.9393 5.5651 -6.0154
H: 2.6360 -4.6251 -4.6596
H: 0.5783 4.6958 -5.6430
H: 5.8790 -2.1925 0.8924
H: -6.5079 0.7555 7.5724
H: 5.4248 -3.8557 -1.9665
H: -0.2120 -1.8881 1.4175
H: 1.0321 3.1274 -7.3678
H: -0.4076 -1.8070 -0.2376
H: -4.6567 1.7768 4.3343
H: 3.8040 -3.5605 2.4706
H: -0.4105 -5.4727 2.5619
H: -1.6784 3.9027 -5.4436
H: 0.5080 -3.8549 -5.1574
H: 2.2636 7.7842 0.4136
H: 2.0528 -2.4516 6.8784
H: 4.0668 9.3131 -0.3884
H: -5.1342 -6.1229 2.7112
H: -3.9885 0.2770 0.2427
H: -1.6866 5.9417 2.0471
H: -1.2932 -7.3353 1.8095
H: -1.6821 -7.7384 -0.5192
H: -3.5863 1.2577 3.1154
H: -1.2455 1.3989 -2.8900
H: -4.0873 3.7819 -3.1313
H: 2.8923 3.7047 -8.9263
H: 2.8660 2.3859 -6.7805
H: 1.9201 5.2520 0.9899
H: -2.9443 6.0742 0.0863
H: 0.8851 -2.7607 9.4492
H: -1.4526 1.7460 1.5010
H: 2.9870 -1.9395 0.1136
H: -5.6088 0.9806 0.5810
H: 0.6600 1.8428 0.0960
H: -0.7781 3.8980 -0.1131
H: -6.5585 -1.1118 -0.5449
H: 0.3866 -0.5863 5.1517
H: 3.4939 3.7966 -5.7847
H: -5.8777 -1.4314 4.9578
H: 0.5405 -1.1327 3.4856
H: 1.9454 -3.8009 -1.5423
H: -4.6425 -1.8637 5.9759
H: -1.8098 4.3720 2.4242
H: 7.3740 -3.0192 -2.5758
H: 6.0479 -3.4972 1.9454
H: -2.9743 -5.4651 2.2140
H: -2.5484 5.2807 -1.4348
H: 9.2879 -0.3070 -3.8742
H: 0.5835 -5.6936 1.2019
H: -2.9472 -0.7191 2.8675
H: -0.8061 -2.8990 9.3210
H: 2.2141 1.8302 -3.1341
H: -3.2920 4.3884 -0.0706
H: -3.3820 -5.2854 0.6202
H: -4.3027 3.7535 -4.7968
H: 1.1746 -2.3520 -5.5097
H: -1.7686 -1.8010 0.9067
H: 2.9695 -1.2534 1.7604
H: 2.5947 0.8488 -4.5425
H: 5.4601 8.8999 0.7087
H: 1.9362 -1.1119 4.4115
H: 2.2713 5.6417 2.5728
H: 1.2285 -4.0737 6.7123
H: 1.0904 -3.5282 4.4868
H: 9.1630 -0.3185 -2.0965
H: 4.1407 -3.2053 -2.6634
H: 9.4878 -1.8062 -3.0215
H: 5.0120 -0.6303 -0.8692
H: 5.0754 7.6014 2.3691
H: 3.3221 4.5037 1.8367
H: 4.4129 -3.7471 -0.2946
H: 0.3863 -3.3254 -2.1058
H: -5.5299 -3.2493 -0.4604
H: -0.1801 4.9529 2.0567
H: 0.1602 -4.1998 8.5634
H: -5.2061 0.5232 3.1912
H: -0.6113 3.2790 -4.4639
H: 4.1044 6.8445 3.3291
H: 1.6605 4.9805 -8.7774
H: 7.3774 -1.8743 -1.3398
H: 1.9684 -2.6278 1.4212
H: 2.0550 7.7542 2.0954
H: -4.0389 -2.5238 0.2087
H: 4.6992 10.4869 0.6172
H: -5.3664 -1.7270 1.9277
H: -2.8990 1.2622 -2.4013
H: 4.3408 6.4595 0.5119
H: -3.0994 -0.0589 5.1852
H: -1.1686 -2.5808 5.9182
H: 3.6836 1.9421 -4.0088
H: -5.5143 -5.6287 1.1540
H: -5.5136 0.2886 -4.1789

LUMO (eV): 0.4
Frontier orbital gap (eV): 8.9

Löwdin population analysis, charges in e, atoms 1 to 6:
1. O -0.09
2. O -0.22
3. O -0.18
4. O -0.18
5. O -0.22
6. O -0.21

***

Entry 2:
Here is a 12-piece molecular cluster, C44H121ClN11O15 overall in a non-equilibrium geometry from the Open Molecules 2025 dataset. Energies are from the ωB97M-V functional and the def2-TZVPD basis.

Cartesian coordinates (Å):
Cl: 2.1442 22.7533 -29.2296
O: 8.1627 28.4866 -30.8132
O: -2.6093 15.8241 -28.2130
O: 1.9372 23.0147 -27.8402
O: 3.1807 26.4505 -37.8803
O: 4.9576 21.0441 -34.0373
O: 3.1102 23.7158 -29.6911
O: 0.2704 21.5876 -21.5626
O: -0.8798 29.6348 -31.6525
O: 2.6510 21.4258 -29.4562
O: 0.9779 22.9912 -29.9563
O: 3.7488 11.8284 -30.8519
O: -6.8894 20.9114 -32.1205
O: 1.5287 15.7304 -25.4505
O: 6.6218 27.1736 -24.4817
O: -2.7609 19.5125 -25.4360
N: 1.6303 18.5586 -25.0609
N: 3.2806 18.7435 -33.5816
N: 6.3950 30.7779 -30.1561
N: 9.6558 29.2368 -25.0001
N: 2.0646 24.3578 -35.1374
N: -2.3568 17.3765 -23.7359
N: 2.7013 14.5653 -30.6464
N: -0.7580 17.3776 -29.4341
N: -0.6277 32.3260 -33.0100
N: -4.1005 22.8625 -33.7413
N: 0.4742 18.8510 -20.5755
C: -0.3511 28.3253 -31.4420
C: 4.1334 14.1758 -30.4875
C: 2.5932 16.2564 -24.5822
C: -2.7640 20.8112 -25.9941
C: 3.1024 25.1523 -37.2721
C: -3.4740 19.5618 -24.1677
C: 2.8640 26.3375 -39.2510
C: 4.6497 15.2110 -29.4892
C: 5.8963 20.8840 -32.9886
C: -4.3793 17.9317 -22.4208
C: 4.0817 17.6120 -35.5584
C: 5.2825 26.9291 -24.9357
C: -2.7821 16.0078 -29.5897
C: 6.1140 31.4089 -32.4507
C: 4.4489 12.7343 -29.9983
C: 7.8162 29.4943 -31.8017
C: 4.3529 10.5608 -30.8424
C: -3.3979 14.7858 -27.6606
C: -1.6995 31.4010 -33.1167
C: 4.9697 20.0002 -34.9987
C: -4.8558 22.2913 -32.6341
C: -8.1971 20.5370 -32.5137
C: -0.2208 19.8961 -19.7689
C: 4.4616 18.5974 -34.4124
C: 0.4098 21.2624 -20.1258
C: 7.4299 28.1141 -25.1436
C: 6.4237 30.2191 -31.4894
C: -1.2492 29.9079 -32.9950
C: 3.7714 18.5551 -24.0859
C: 7.3700 27.3323 -30.8613
C: -2.4695 31.7269 -34.4670
C: 8.9004 28.0590 -24.5706
C: 2.6900 25.4232 -35.7932
C: -3.7053 18.0415 -23.7986
C: 3.8802 25.9753 -35.0304
C: -2.0602 17.4267 -31.4674
C: 8.9605 28.0467 -22.9840
C: 1.2586 14.3948 -24.9900
C: -0.0070 19.4945 -18.3338
C: 2.8270 17.7238 -24.9608
C: 0.9730 22.8202 -21.8498
C: -4.9113 23.3802 -31.5741
C: -6.3066 21.8235 -33.0875
C: -2.1219 17.2849 -30.0073
H: 5.6466 29.4547 -31.4784
H: -4.4043 20.1196 -24.2743
H: 4.5335 14.2593 -31.4980
H: 3.4931 26.1014 -34.0192
H: 4.5927 14.8726 -28.4546
H: -4.4674 14.9880 -27.7194
H: 6.3145 27.6046 -30.8670
H: 2.0385 22.6307 -21.7200
H: 4.7701 26.1643 -24.3521
H: 3.2456 17.8087 -25.9637
H: 3.3189 18.7065 -23.1058
H: -3.0286 17.2890 -31.9483
H: 6.8982 32.1292 -32.2179
H: 5.2969 18.2840 -33.7862
H: -0.1586 16.5989 -29.6676
H: -4.5599 23.6763 -34.1245
H: 8.6309 30.2130 -31.8909
H: 9.1095 30.0379 -24.7174
H: 3.7210 25.9433 -39.7970
H: 1.9840 19.3514 -25.5769
H: -0.2436 28.1195 -30.3770
H: -8.3938 19.6020 -31.9890
H: 2.3169 24.5366 -37.7101
H: 3.7874 16.6634 -35.1093
H: 2.4042 13.7967 -31.2304
H: -0.5083 20.1530 -17.6245
H: 3.6062 19.5378 -33.0494
H: -2.3429 15.1744 -30.1381
H: -1.0226 27.5560 -31.8234
H: 5.1725 31.9192 -32.2478
H: -3.9700 23.7074 -31.1327
H: 8.3622 27.2851 -22.4840
H: -3.8351 16.0254 -29.8705
H: 4.2797 20.2939 -35.7898
H: 1.4382 19.0124 -24.1793
H: -1.8397 31.4415 -35.3096
H: 4.1133 16.1554 -29.5811
H: 9.9933 28.0340 -22.6358
H: -3.2087 13.8686 -28.2182
H: 1.8450 24.6221 -34.1876
H: 4.0933 24.7008 -37.3211
H: 8.5219 29.0044 -22.7039
H: -3.1740 14.5854 -26.6128
H: 5.2038 26.5937 -25.9698
H: 1.8653 26.1359 -35.7950
H: 0.3661 13.9538 -25.4338
H: 7.6469 26.5654 -30.1379
H: 1.0424 19.5607 -18.0466
H: 0.6995 23.6600 -21.2112
H: -2.7015 18.1577 -29.7066
H: -4.2715 17.4800 -24.5417
H: 2.7281 23.5998 -35.0638
H: 4.1254 26.9880 -35.3505
H: -4.4953 16.8982 -22.0944
H: 4.7720 18.1228 -24.0873
H: 7.0266 29.0851 -24.8561
H: -4.3318 21.4338 -32.2120
H: -2.9073 20.0380 -23.3676
H: -1.6329 18.3738 -31.7968
H: 5.7185 15.4016 -29.5855
H: 7.3948 28.0304 -26.2298
H: -2.3597 31.5957 -32.2715
H: -2.5725 32.8057 -34.5838
H: -1.5027 16.6667 -32.0148
H: 3.2301 17.9489 -36.1496
H: -8.1914 20.3245 -33.5828
H: -2.5889 16.5299 -23.2364
H: 7.7024 28.9307 -32.7277
H: -1.2943 20.0157 -19.9149
H: 4.2020 12.4990 -28.9630
H: 2.0103 25.6751 -39.3945
H: 6.2464 31.2461 -33.5203
H: 4.7220 25.2833 -35.0031
H: 0.0732 32.0290 -33.6739
H: -0.2064 21.9786 -19.5822
H: -0.2752 18.1874 -29.7961
H: -1.8676 17.7681 -22.9437
H: 5.2954 10.6529 -31.3822
H: 5.9193 21.7060 -32.2732
H: 3.7719 9.8439 -31.4224
H: 6.9161 20.7672 -33.3552
H: -5.3553 24.2682 -32.0239
H: -3.4666 31.2872 -34.4870
H: -6.3472 21.2774 -34.0300
H: -6.9302 22.7168 -33.1217
H: -0.2470 32.2950 -32.0750
H: 0.6368 28.1982 -31.8846
H: 6.5250 29.9530 -29.5880
H: 4.7389 27.8739 -24.9274
H: 2.2726 16.2880 -23.5409
H: -5.5992 23.1591 -30.7580
H: 5.9133 20.0200 -35.5439
H: 0.2771 18.0215 -20.0341
H: 3.4888 15.6430 -24.6814
H: 1.4786 18.9273 -20.5014
H: 7.5196 26.7996 -31.8004
H: 2.1401 13.8292 -25.2920
H: -8.9235 21.3411 -32.3957
H: 7.2736 31.2553 -30.0136
H: 1.2111 14.2617 -23.9092
H: 0.7955 23.1610 -22.8699
H: 2.6282 27.3282 -39.6396
H: 4.4757 10.2478 -29.8056
H: -2.0537 29.2694 -33.3602
H: 5.5238 12.5836 -30.0977
H: -5.3613 18.4047 -22.4140
H: 3.8883 19.5790 -24.4410
H: 5.7717 19.9602 -32.4236
H: -0.4486 29.6413 -33.6850
H: -2.2792 21.5686 -25.3782
H: -2.1658 20.8560 -26.9042
H: 10.4524 29.4290 -24.4097
H: -3.1278 23.0315 -33.5279
H: -3.7893 18.3559 -21.6083
H: 4.8516 17.4046 -36.3016
H: 2.4620 18.9788 -34.1245
H: -0.2723 18.4627 -18.1033
H: 9.2854 27.1163 -24.9596
H: 2.6507 15.3608 -31.2666
H: -3.7451 21.1449 -26.3321
H: 1.3909 21.3862 -19.6672

Total charge: -1
LUMO (eV): 2.1
Frontier orbital gap (eV): 7.8

Löwdin population analysis, charges in e, atoms 1 to 6:
1. Cl 0.56
2. O -0.21
3. O -0.17
4. O -0.39
5. O -0.19
6. O -0.20